No. 1
46
Properties=species:S:1:pos:R:3:forces:R:3:mulliken_charge:R:1 method="wB97M-V/def2-TZVPD" smiles="COc1ccc(NC(=S)NCCN2CCC(C)CC2)cc1Cl" e_tot_ev=-46857.496 e_homo_ha=-0.2972 multiplicity=1 charge=0 largest_force_ev_per_a=0.9
C -0.455734 0.108869 5.203406 0.3 0.1 0.2 -0.74
O -1.517095 -0.405696 4.422918 -0.2 -0.1 -0.5 -0.52
C -1.207665 -0.598722 3.095667 0.1 0.0 0.1 0.19
C -0.918280 -1.874328 2.625587 -0.1 0.4 0.2 -0.61
C -0.634268 -2.114474 1.295986 0.0 -0.1 -0.1 -0.69
C -0.629096 -1.061479 0.383985 -0.2 0.0 0.8 0.38
N -0.356344 -1.180919 -0.970572 0.0 0.1 -0.9 0.13
C 0.089552 -2.236982 -1.694897 0.1 -0.1 0.0 0.06
S 0.670579 -3.674892 -1.120543 0.3 -0.6 0.2 -0.48
N 0.095272 -2.052204 -3.039569 0.0 0.2 -0.1 -0.06
C -0.579830 -1.003244 -3.764857 0.2 0.5 -0.2 -0.98
C 0.278690 0.254424 -3.985492 -0.3 -0.3 0.0 -0.81
N 0.603339 0.919472 -2.724863 0.0 0.1 -0.1 0.51
C 1.966891 0.623848 -2.292511 0.2 -0.2 0.3 -1.20
C 2.232023 1.196046 -0.904640 0.1 0.2 -0.4 -0.47
C 2.033962 2.711189 -0.897486 -0.2 -0.1 0.3 0.40
C 2.208835 3.281641 0.505606 0.1 0.0 -0.3 -1.53
C 0.641788 3.024389 -1.443844 0.3 0.0 -0.3 -0.59
C 0.412636 2.363752 -2.799257 -0.2 0.2 0.2 -1.09
C -0.951271 0.218845 0.839495 0.1 -0.2 -0.1 -0.22
C -1.224215 0.447406 2.172407 0.0 -0.2 0.2 0.41
Cl -1.612145 2.057065 2.680993 0.0 0.1 0.0 -0.21
H -0.853337 0.228044 6.209277 0.1 0.0 0.0 0.25
H 0.389768 -0.588029 5.222320 -0.1 0.0 0.0 0.29
H -0.109912 1.077912 4.830897 0.0 -0.1 0.0 0.28
H -0.923880 -2.690048 3.331735 0.0 -0.1 0.1 0.44
H -0.408099 -3.114654 0.969005 0.0 0.0 0.0 0.23
H -0.342420 -0.291083 -1.481026 0.0 -0.1 0.1 -0.02
H 0.486631 -2.821313 -3.560818 -0.1 0.0 0.2 0.28
H -0.865343 -1.399627 -4.742025 -0.1 0.0 0.1 0.56
H -1.494234 -0.724669 -3.231030 0.0 0.0 -0.1 0.31
H 1.189310 -0.020397 -4.533958 0.0 0.1 0.0 0.33
H -0.297775 0.932059 -4.620550 0.1 0.0 0.0 0.45
H 2.100847 -0.459581 -2.275549 0.0 0.0 -0.1 0.57
H 2.697047 1.046336 -3.005383 -0.1 -0.1 0.0 0.56
H 3.253081 0.948513 -0.610114 0.0 0.0 0.1 0.41
H 1.555154 0.737580 -0.182423 0.0 -0.1 0.1 0.01
H 2.780238 3.164531 -1.560995 0.0 0.0 0.0 0.25
H 1.469738 2.857223 1.181668 -0.1 -0.1 0.1 0.21
H 2.086313 4.362232 0.497621 0.0 0.1 0.1 0.42
H 3.198985 3.050163 0.890825 0.1 0.0 0.1 0.42
H -0.108043 2.673175 -0.734404 -0.1 0.0 0.1 0.04
H 0.514209 4.102925 -1.553052 -0.1 0.0 0.0 0.44
H -0.613061 2.556090 -3.127231 0.1 0.0 -0.1 0.51
H 1.099198 2.810838 -3.539347 0.0 0.0 0.0 0.37
H -0.998155 1.040418 0.141789 0.0 0.1 0.0 0.47

No. 2
13
Properties=species:S:1:pos:R:3:forces:R:3:mulliken_charge:R:1 method="wB97M-V/def2-TZVPD" e_tot_ev=-12313.147 e_homo_ha=-0.1702 multiplicity=1 charge=-1 largest_force_ev_per_a=2.9
C 1.884662 0.918552 2.152114 -0.5 -0.4 2.1 -0.26
C 1.406679 0.674312 1.047838 1.6 0.3 -0.8 -0.23
C -1.843326 -1.476526 -0.963575 1.0 -0.6 1.5 0.67
N 0.311957 1.606756 -0.904021 -1.6 -1.4 -0.7 -0.63
N 1.337754 0.733349 -0.305706 -1.4 0.2 -0.5 -0.06
O -2.915675 -1.588741 -0.388419 -1.1 0.1 0.2 -0.69
O -1.462099 -0.864772 -1.943846 0.3 0.7 -1.4 -0.74
O -0.751165 -2.177624 -0.259111 -0.1 0.6 0.2 -0.52
H 2.018029 0.905382 3.289753 -0.4 -0.1 -2.6 0.32
H 0.037857 2.312308 -0.210218 0.3 -0.6 -0.2 0.25
H -0.604385 1.044369 -1.214732 2.5 0.9 1.1 0.31
H 1.595398 -0.034920 -0.967645 -0.6 0.9 1.5 0.30
H -1.015687 -2.052445 0.667567 0.0 -0.5 -0.4 0.27

No. 3
11
Properties=species:S:1:pos:R:3:forces:R:3:mulliken_charge:R:1 method="wB97M-V/def2-TZVPD" smiles="[H]/N=c1/cn[nH]n1S" e_tot_ev=-18932.168 e_homo_ha=-0.3265 multiplicity=1 charge=0 largest_force_ev_per_a=0.9
H 0.692410 2.284059 -0.187306 0.7 0.2 -0.1 0.24
N -0.280821 2.116656 -0.011903 -0.5 -0.1 0.0 -0.68
C -0.547719 0.882892 -0.074555 -0.4 -0.3 0.0 0.54
C -1.866182 0.246956 0.105977 0.2 -0.2 0.0 -0.28
N -1.786568 -1.036475 0.108998 -0.1 0.5 -0.1 -0.51
N -0.476129 -1.395356 0.019696 0.3 -0.7 -0.5 -0.10
N 0.282681 -0.231627 -0.313949 0.0 0.2 0.1 0.09
S 1.931025 -0.231729 0.030214 0.0 0.0 -0.3 -0.16
H -2.803890 0.770307 0.230621 0.1 -0.1 0.0 0.44
H -0.349953 -2.121391 -0.703576 -0.1 0.5 0.5 0.26
H 1.874306 -0.176787 1.368411 -0.1 0.0 0.3 0.16

No. 4
17
Properties=species:S:1:pos:R:3:forces:R:3:mulliken_charge:R:1 method="wB97M-V/def2-TZVPD" e_tot_ev=-6850.136 e_homo_ha=-0.2837 multiplicity=1 charge=0 largest_force_ev_per_a=0.5
C 2.520344 0.236589 0.268257 0.0 0.0 0.0 -1.20
C 1.125895 -0.370228 0.148901 0.0 -0.1 0.0 -0.18
C 0.052403 0.693392 -0.079487 0.0 0.0 0.0 -0.78
N -1.280362 0.128772 -0.167211 -0.1 -0.1 -0.1 0.18
C -2.144898 -0.214687 0.818386 -0.1 0.0 0.4 -0.70
C -1.944899 -0.423100 -1.205587 0.2 0.0 -0.3 -0.64
H 2.800209 0.772425 -0.645933 0.0 -0.1 0.1 0.31
H 3.275406 -0.534581 0.447977 -0.1 0.1 0.0 0.35
H 2.567970 0.950489 1.098429 0.0 -0.1 -0.1 0.32
H 1.095215 -1.086802 -0.681983 0.0 0.1 0.1 0.28
H 0.872508 -0.929131 1.057358 0.0 0.1 -0.1 0.29
H 0.249874 1.252797 -1.000655 0.0 -0.1 0.1 0.33
H 0.045915 1.405571 0.757466 0.0 -0.1 -0.1 0.32
H -2.346837 -1.260416 1.018222 0.0 0.2 -0.1 0.29
H -2.518518 0.539760 1.517294 0.1 -0.1 -0.1 0.29
H -1.453240 -1.129802 -1.882985 -0.1 0.2 0.1 0.27
H -2.916984 -0.031053 -1.468455 0.1 -0.1 0.1 0.28

No. 5
64
Properties=species:S:1:pos:R:3:forces:R:3:mulliken_charge:R:1 method="wB97M-V/def2-TZVPD" e_tot_ev=-86022.769 e_homo_ha=-0.2892 multiplicity=1 charge=0 largest_force_ev_per_a=0.5
K -0.996286 -0.296578 -2.424064 -0.1 -0.4 -0.1 0.86
C 3.805771 -2.731493 -1.117794 0.1 0.0 0.0 -1.39
Sb 2.507819 -1.070113 -1.490348 -0.1 0.2 0.0 0.66
C 3.663698 -0.200197 -3.065678 0.0 -0.1 0.0 -1.24
C 3.324184 0.216661 0.053699 0.0 -0.1 0.1 -2.00
C 3.325025 -0.386651 1.427773 0.0 0.0 -0.1 1.18
C 4.498403 -0.976975 1.900806 0.0 0.0 0.0 -0.59
C 4.582578 -1.528400 3.167824 0.0 0.0 0.0 -0.68
C 3.475629 -1.481463 4.004573 0.0 0.0 0.0 -0.67
C 2.302500 -0.905590 3.548521 0.0 0.0 0.0 -0.47
C 2.194214 -0.372432 2.262891 -0.1 0.0 -0.1 0.56
C 0.875474 0.147701 1.792209 0.1 0.0 0.0 -1.22
Sb -0.479320 -1.398208 1.050651 0.1 0.0 0.0 0.37
C -1.360686 -1.779362 2.973895 0.0 -0.1 0.0 -1.57
C 0.804415 -3.117946 1.186895 0.0 0.0 0.0 -1.13
H 4.845460 -2.421190 -1.220968 0.0 0.0 0.0 0.40
H 3.595288 -3.530129 -1.827581 0.0 0.0 0.0 0.40
H 3.641849 -3.101329 -0.106909 0.0 0.0 0.0 0.35
H 4.671381 0.008049 -2.707963 0.0 0.0 0.0 0.42
H 3.194600 0.725894 -3.391150 0.0 0.0 0.0 0.26
H 3.714057 -0.896923 -3.902444 0.0 0.0 0.0 0.39
H 2.761818 1.147738 -0.001577 0.0 0.0 0.0 0.64
H 4.345373 0.428081 -0.263962 0.0 0.0 0.0 0.72
H 5.371046 -0.983583 1.256927 0.0 0.0 0.0 0.34
H 5.509614 -1.973278 3.505378 0.0 0.0 0.0 0.40
H 3.526816 -1.887263 5.006817 0.0 0.0 0.0 0.40
H 1.437783 -0.863990 4.201634 0.0 0.0 0.0 0.37
H 0.954093 0.884046 0.997162 0.0 0.0 0.0 0.16
H 0.315823 0.600291 2.612886 0.0 0.0 0.0 0.70
H -0.576505 -2.052308 3.679310 0.0 0.0 0.0 0.50
H -2.072153 -2.602153 2.891079 0.0 0.0 0.0 0.40
H -1.887934 -0.896919 3.334389 0.0 0.0 0.0 0.40
H 1.601053 -2.953881 1.912882 0.0 0.0 0.0 0.29
H 1.234205 -3.373073 0.220847 0.0 0.0 0.0 0.25
H 0.183206 -3.950738 1.520505 0.0 0.0 0.0 0.51
O 1.922317 2.857221 -1.984832 -0.1 0.0 -0.1 -0.68
S 0.562558 2.524325 -2.315462 0.3 0.3 0.0 1.28
O 0.372400 1.697279 -3.502551 0.1 0.0 0.1 -0.75
N -0.212667 1.863674 -1.073622 -0.4 0.0 0.0 -0.18
C -1.389010 2.487920 -0.837429 0.3 0.1 0.0 0.47
O -2.282224 2.062223 -0.102924 -0.1 -0.1 0.1 -0.94
C -1.525394 3.778517 -1.604169 0.0 -0.1 0.0 -0.03
C -2.542150 4.711539 -1.538160 0.0 0.0 0.0 -0.56
C -2.456989 5.826155 -2.364199 0.0 0.0 0.0 -0.52
C -1.385561 5.989541 -3.238652 0.0 0.0 0.0 -0.52
C -0.368879 5.043473 -3.311809 0.0 0.0 0.0 -0.62
C -0.470156 3.950990 -2.474980 0.0 0.1 -0.1 0.08
H -3.370008 4.566240 -0.857102 0.0 0.0 0.0 0.51
H -3.232528 6.580066 -2.329908 0.0 0.0 0.0 0.39
H -1.344397 6.865889 -3.872243 0.0 0.0 0.0 0.39
H 0.463977 5.159568 -3.991762 0.0 0.0 0.0 0.46
C -5.498465 -3.337668 -0.319389 0.0 0.0 0.0 -0.91
N -4.923259 -2.079935 0.113971 0.0 0.0 0.0 0.15
C -5.021379 -1.531339 1.382989 0.0 0.1 0.0 -0.35
C -4.357679 -0.358129 1.353488 0.0 -0.1 0.0 -0.53
N -3.874302 -0.203323 0.072203 0.1 0.1 0.1 0.42
C -4.206576 -1.257568 -0.695673 -0.1 -0.3 -0.1 -0.03
S -3.850858 -1.570030 -2.325358 0.0 0.1 0.2 -0.51
H -6.009613 -3.787788 0.528115 0.0 0.0 0.0 0.30
H -4.715026 -4.002511 -0.678301 0.0 0.0 0.0 0.32
H -6.202523 -3.169280 -1.132103 0.0 0.0 0.0 0.33
H -5.551784 -2.023512 2.177518 0.0 0.0 0.0 0.43
H -4.181226 0.375091 2.118784 0.0 0.0 0.0 0.48
H -3.238906 0.555072 -0.185547 -0.1 0.1 0.0 0.15

No. 6
61
Properties=species:S:1:pos:R:3:forces:R:3:mulliken_spin:R:1 method="wB97M-V/def2-TZVPD" e_tot_ev=-159091.056 e_homo_ha="-0.5072 / -0.5072" multiplicity=6 charge=+2 largest_force_ev_per_a=2.8
Pd 0.714074 -0.087081 0.692666 0.1 -0.8 0.9 1.42
C -0.094089 4.257331 -0.702258 -0.2 0.3 -0.7 0.31
Si -0.717000 2.805605 0.435980 1.0 0.7 2.5 0.07
C -2.607767 3.142326 0.676830 -0.5 0.2 -0.5 0.28
C 0.246050 2.752680 2.088486 -0.7 0.1 -0.9 0.00
O -0.496456 1.398850 -0.267482 -0.1 -0.6 -1.0 0.37
H -0.134351 5.185367 -0.147309 -0.2 0.0 0.5 0.00
H -0.717283 4.327295 -1.585924 -0.2 -0.1 -0.1 0.00
H 0.928121 4.034656 -0.989957 0.2 -0.4 0.2 0.02
H -2.742710 4.042425 1.262389 0.3 0.3 0.1 0.00
H -3.038774 2.297513 1.203496 0.3 -0.3 0.1 0.02
H -3.098208 3.261109 -0.281622 0.0 0.0 -0.2 0.00
H -0.143235 3.438407 2.832895 -0.1 0.2 0.1 0.00
H 1.295842 2.991514 1.925851 0.1 0.0 0.0 0.00
H 0.199914 1.740401 2.503684 -0.1 0.3 0.0 0.00
C -5.678929 -2.202778 6.418812 -0.2 -0.1 0.2 0.00
C -4.767850 -1.827227 5.311106 0.3 0.1 -0.5 0.00
C -3.640004 -1.043505 5.537313 0.3 0.1 -0.4 0.00
C -2.757215 -0.704393 4.518484 -0.5 -0.2 0.2 0.01
C -1.586470 0.148941 4.838167 0.3 0.2 0.1 0.00
C -3.005873 -1.167121 3.196458 -0.1 0.1 0.4 0.04
C -2.115464 -0.834803 2.124559 -0.6 -0.3 -0.1 -0.04
O -1.014494 -0.281159 2.235431 0.8 0.0 -0.3 0.09
C -4.161407 -1.957598 2.948639 -0.1 0.0 0.7 0.00
C -4.526485 -2.499944 1.608606 -0.3 0.0 -0.3 0.00
C -5.008343 -2.265767 4.008249 0.4 0.1 -0.3 0.00
H -5.379719 -1.736729 7.351120 0.0 0.0 0.1 0.00
H -5.678811 -3.283213 6.557750 0.0 -0.1 0.0 0.00
H -6.703148 -1.915688 6.189514 -0.1 0.0 0.0 0.00
H -3.435363 -0.684858 6.535113 0.0 0.0 0.1 0.00
H -1.638658 0.509320 5.861376 0.0 0.0 0.1 0.00
H -1.522091 1.002055 4.163102 0.0 0.0 0.1 0.00
H -0.664427 -0.419504 4.711526 0.1 0.1 0.0 0.00
H -2.470806 -1.098708 1.117398 0.1 0.0 0.1 0.01
H -3.685833 -2.591659 0.929417 0.0 -0.1 -0.1 0.00
H -5.277187 -1.853695 1.147699 0.0 0.0 -0.1 0.00
H -4.986423 -3.479945 1.719436 0.0 0.0 0.0 0.00
H -5.876738 -2.878636 3.812128 -0.1 -0.1 0.0 0.00
Cl 2.303176 0.500022 -1.077685 -0.2 0.1 -0.6 0.20
Ge 0.386332 0.456023 -2.376717 0.9 -0.1 -0.9 0.59
Cl 0.890640 -1.379187 -3.541094 -0.3 0.5 0.4 0.19
Cl 0.656884 2.182306 -3.658809 -0.2 -0.4 0.4 0.13
S -0.366358 -2.236204 -0.189292 -0.5 0.5 0.2 0.87
C 0.611184 -3.624198 -0.415694 0.8 -0.7 0.0 -0.05
N 0.228507 -4.664213 -1.142904 -0.3 0.4 0.0 0.02
C 1.194546 -5.751405 -1.070326 0.3 -0.6 -0.1 0.00
C 2.290426 -5.164656 -0.155414 0.3 -0.6 0.0 0.00
N 1.775877 -3.842342 0.160867 -0.4 0.4 0.0 0.01
H -0.610782 -4.715393 -1.695682 -0.1 0.2 0.1 0.00
H 1.570036 -6.001983 -2.064910 0.0 0.1 0.1 0.00
H 0.726336 -6.640874 -0.641561 0.1 0.1 -0.1 0.00
H 3.253644 -5.082389 -0.664451 -0.1 0.0 0.1 0.00
H 2.416305 -5.746466 0.761285 0.0 0.1 -0.2 0.00
H 2.228335 -3.187837 0.792545 -0.1 0.3 0.0 -0.01
Cl 3.799360 -1.850268 4.200931 0.1 -0.1 0.1 0.00
C 4.174478 -0.836491 2.792063 -0.3 0.1 -0.1 0.01
C 2.849065 -0.561195 2.092848 1.4 -0.4 0.8 -0.02
O 2.259823 -1.506082 1.512643 -0.7 -0.5 -0.6 0.18
O 2.354142 0.575403 2.109130 -0.8 0.8 -0.3 0.24
H 4.842360 -1.390368 2.131204 -0.1 0.1 0.1 0.00
H 4.640471 0.086006 3.135018 -0.1 -0.1 -0.1 0.00